The following is a quantum chemistry calculation of a 9-piece molecular cluster, C40H100N11O13P3 overall, from OMol25.

Computed properties:
Total energy (a.u.): -4188.70121
HOMO energy (eV): -8.27
Gap between HOMO and LUMO (eV): 8.8
SMILES string: CN(C)P(=O)(N(C)C)N(C)C.CN(C)P(=O)(N(C)C)N(C)C.CN(C)P(=O)(N(C)C)N(C)C.CCOC(C)=O.CCOC(C)=O.CCOC(C)=O.CCOC(C)=O.CN(C)C=O.CN(C)C=O

Structure (XYZ):
```
167
C40H100N11O13P3, DFT wB97M-V/def2-TZVPD
O -13.77 -0.90 20.57
P -13.23 -2.26 20.85
N -13.51 -2.99 22.33
C -12.58 -2.82 23.46
C -14.88 -3.06 22.73
N -11.56 -2.25 20.70
C -10.88 -3.44 20.39
C -11.00 -0.96 21.14
N -13.94 -3.39 19.84
C -14.10 -2.86 18.44
C -13.94 -4.85 20.02
H -11.81 -3.64 23.49
H -13.16 -2.95 24.42
H -12.13 -1.81 23.50
H -15.19 -2.24 23.49
H -15.01 -4.02 23.32
H -15.51 -3.11 21.86
H -10.85 -4.10 21.31
H -11.39 -4.02 19.65
H -9.86 -3.27 19.98
H -10.45 -1.04 22.10
H -10.45 -0.54 20.28
H -11.81 -0.29 21.34
H -13.26 -3.20 17.79
H -15.07 -3.22 18.00
H -14.02 -1.79 18.41
H -13.93 -4.97 21.11
H -13.18 -5.47 19.48
H -14.90 -5.22 19.57
O -14.93 2.78 20.72
P -13.90 3.14 19.70
N -14.23 4.61 18.92
C -15.45 5.37 19.30
C -13.31 5.15 17.89
N -13.97 1.97 18.49
C -13.10 1.90 17.38
C -15.20 1.24 18.42
N -12.33 3.20 20.19
C -11.77 2.01 20.78
C -11.73 4.40 20.71
H -15.27 6.37 19.77
H -16.00 4.74 19.98
H -16.07 5.64 18.40
H -13.70 4.96 16.87
H -12.40 4.60 17.98
H -13.09 6.25 18.05
H -13.63 2.21 16.43
H -12.26 2.57 17.52
H -12.68 0.89 17.25
H -15.08 0.15 18.47
H -15.79 1.63 19.23
H -15.66 1.46 17.46
H -12.34 1.16 20.56
H -10.71 1.79 20.52
H -11.86 2.12 21.89
H -12.19 5.34 20.40
H -10.59 4.48 20.42
H -11.78 4.29 21.78
O -6.07 3.25 24.58
P -7.40 3.34 25.17
N -8.41 4.22 24.21
C -9.81 4.48 24.67
C -8.13 4.53 22.79
N -7.38 3.96 26.74
C -6.72 5.24 26.71
C -8.54 3.95 27.60
N -8.22 1.95 25.40
C -7.61 0.95 26.22
C -8.96 1.34 24.20
H -10.60 4.09 24.05
H -10.00 5.52 24.63
H -9.89 4.13 25.65
H -8.08 3.60 22.20
H -7.19 5.12 22.72
H -8.96 5.11 22.41
H -6.33 5.56 27.66
H -5.84 5.12 26.10
H -7.29 6.11 26.39
H -9.14 2.95 27.53
H -8.35 4.07 28.66
H -9.31 4.65 27.35
H -8.24 0.09 26.43
H -6.60 0.66 25.89
H -7.40 1.41 27.21
H -8.24 0.99 23.39
H -9.66 2.05 23.81
H -9.52 0.47 24.49
O -15.00 3.08 29.52
C -14.35 3.92 30.08
O -13.10 4.25 29.73
C -12.67 3.65 28.44
C -12.05 2.27 28.69
C -14.69 4.60 31.40
H -11.93 4.29 28.00
H -13.49 3.48 27.76
H -11.33 2.34 29.46
H -11.54 2.07 27.74
H -12.84 1.50 28.92
H -15.79 4.81 31.45
H -14.31 5.62 31.63
H -14.48 3.94 32.30
O -15.32 -4.06 26.00
C -16.08 -3.63 26.82
O -16.48 -4.26 27.92
C -16.09 -5.68 28.06
C -14.63 -5.65 28.62
C -16.67 -2.23 26.73
H -16.16 -6.27 27.17
H -16.72 -6.15 28.77
H -14.28 -6.64 28.78
H -14.66 -5.15 29.63
H -14.07 -5.10 27.89
H -15.94 -1.68 26.17
H -16.94 -1.75 27.67
H -17.65 -2.27 26.21
O -21.81 -3.81 22.44
C -20.87 -4.01 21.73
O -19.89 -3.16 21.39
C -19.93 -1.83 21.92
C -19.33 -1.80 23.33
C -20.51 -5.32 21.09
H -20.95 -1.45 21.74
H -19.29 -1.18 21.28
H -19.87 -2.41 24.07
H -19.33 -0.80 23.73
H -18.33 -2.26 23.24
H -19.95 -5.91 21.83
H -19.83 -5.17 20.24
H -21.49 -5.79 20.85
O -19.43 -0.55 27.15
C -19.65 0.65 27.30
O -19.76 1.28 28.52
C -19.19 0.56 29.65
C -17.72 0.93 29.82
C -20.03 1.56 26.18
H -19.31 -0.48 29.41
H -19.84 0.80 30.51
H -17.75 1.90 30.28
H -17.20 0.87 28.89
H -17.34 0.20 30.58
H -19.25 1.53 25.43
H -20.26 2.52 26.51
H -20.88 1.08 25.72
C -14.25 3.97 24.27
O -13.20 3.99 24.91
N -15.48 4.33 24.74
C -16.62 4.49 23.71
C -15.69 4.70 26.11
H -14.30 3.74 23.25
H -17.51 4.10 24.18
H -16.28 3.86 22.86
H -16.71 5.51 23.42
H -16.19 3.88 26.64
H -14.67 4.81 26.55
H -16.30 5.57 26.12
C -15.95 0.66 23.55
O -17.14 0.81 23.78
N -14.94 0.80 24.43
C -13.55 0.74 24.01
C -15.18 1.28 25.78
H -15.60 0.33 22.53
H -13.03 -0.01 24.58
H -13.06 1.72 24.07
H -13.60 0.33 22.97
H -14.86 0.52 26.53
H -14.46 2.14 25.92
H -16.18 1.56 26.09
```



The following is a quantum chemistry calculation of a 10-piece molecular cluster, C40H100O20 overall, from OMol25.

Computed properties:
Total energy (a.u.): -3088.14182
HOMO energy (eV): -9.16
Gap between HOMO and LUMO (eV): 9.8
SMILES string: COCCOC.COCCOC.COCCOC.COCCOC.COCCOC.COCCOC.COCCOC.COCCOC.COCCOC.COCCOC

Structure (XYZ):
```
160
C40H100O20, DFT wB97M-V/def2-TZVPD
C -7.53 -21.56 18.97
O -7.86 -20.17 18.97
C -8.16 -19.66 17.64
C -9.66 -19.95 17.33
O -9.88 -21.39 16.99
C -11.28 -21.59 16.69
H -8.37 -22.14 18.61
H -7.36 -22.07 19.92
H -6.63 -21.70 18.36
H -7.52 -20.22 16.96
H -7.98 -18.59 17.64
H -9.97 -19.36 16.47
H -10.12 -19.68 18.28
H -11.67 -21.34 15.71
H -12.00 -20.95 17.20
H -11.64 -22.60 16.88
C -4.52 -10.34 27.09
O -4.51 -10.41 25.65
C -3.30 -11.01 25.07
C -3.38 -11.62 23.64
O -4.44 -12.59 23.56
C -5.82 -12.01 23.30
H -3.61 -9.98 27.55
H -4.99 -11.23 27.50
H -5.24 -9.58 27.41
H -2.88 -11.71 25.79
H -2.70 -10.14 24.80
H -2.43 -12.11 23.41
H -3.42 -10.92 22.80
H -5.75 -11.42 22.39
H -6.21 -11.41 24.12
H -6.42 -12.91 23.16
C -7.97 -19.61 4.82
O -6.65 -19.25 5.08
C -6.50 -17.88 4.70
C -5.31 -17.15 5.40
O -4.13 -17.93 5.26
C -2.97 -17.14 5.49
H -8.22 -19.68 3.76
H -8.75 -19.01 5.30
H -8.01 -20.64 5.17
H -7.37 -17.25 4.90
H -6.26 -17.99 3.64
H -5.50 -16.97 6.46
H -5.30 -16.14 4.99
H -2.19 -17.75 5.05
H -2.74 -16.90 6.53
H -2.85 -16.16 5.02
C -14.94 -11.21 20.87
O -13.82 -11.27 21.82
C -13.36 -10.02 22.13
C -14.26 -9.39 23.29
O -14.12 -9.99 24.58
C -14.59 -11.29 24.74
H -15.76 -10.54 21.15
H -15.37 -12.21 20.80
H -14.60 -10.92 19.88
H -13.29 -9.48 21.18
H -12.33 -9.98 22.50
H -15.30 -9.15 23.07
H -13.76 -8.42 23.36
H -14.41 -11.60 25.77
H -13.92 -11.95 24.20
H -15.66 -11.38 24.55
C 2.35 -5.97 17.87
O 1.31 -5.93 18.87
C 1.16 -4.56 19.25
C -0.16 -4.36 20.15
O -1.42 -4.47 19.41
C -2.01 -5.72 19.60
H 3.13 -5.27 18.15
H 2.04 -5.50 16.94
H 2.76 -6.96 17.66
H 1.10 -4.00 18.31
H 2.02 -4.07 19.71
H -0.05 -3.40 20.65
H -0.11 -5.02 21.02
H -2.26 -5.84 20.66
H -1.39 -6.58 19.35
H -2.98 -5.82 19.12
C -6.89 -13.72 12.56
O -8.10 -13.46 11.80
C -8.55 -12.11 11.80
C -8.85 -11.46 13.14
O -7.66 -11.40 13.95
C -7.74 -10.57 15.10
H -6.25 -12.85 12.45
H -6.29 -14.49 12.09
H -7.04 -13.85 13.63
H -9.48 -12.23 11.24
H -7.82 -11.55 11.21
H -9.64 -12.03 13.61
H -9.31 -10.48 12.99
H -7.64 -9.50 14.93
H -6.83 -10.95 15.57
H -8.69 -10.83 15.58
C -6.01 -26.03 5.22
O -5.05 -25.53 6.07
C -5.21 -26.02 7.43
C -4.56 -25.05 8.43
O -5.03 -23.72 8.32
C -4.69 -23.02 9.47
H -5.87 -27.11 5.12
H -5.76 -25.68 4.22
H -7.02 -25.69 5.45
H -4.76 -27.01 7.46
H -6.27 -25.96 7.66
H -3.49 -25.18 8.27
H -4.74 -25.46 9.42
H -3.69 -23.10 9.89
H -5.28 -23.37 10.32
H -5.01 -21.99 9.29
C -18.71 -14.11 10.63
O -19.23 -13.07 9.83
C -18.98 -11.73 10.11
C -17.55 -11.38 9.60
O -16.56 -12.07 10.34
C -16.20 -11.69 11.70
H -18.15 -13.90 11.54
H -18.13 -14.78 10.00
H -19.55 -14.74 10.93
H -19.15 -11.42 11.14
H -19.63 -11.06 9.55
H -17.28 -10.33 9.64
H -17.52 -11.68 8.56
H -15.51 -10.85 11.60
H -15.68 -12.46 12.26
H -17.09 -11.38 12.24
C -13.93 2.27 10.40
O -13.56 0.95 10.85
C -13.64 0.82 12.30
C -12.73 -0.24 12.94
O -12.85 -1.60 12.57
C -11.96 -2.17 11.62
H -14.88 2.68 10.76
H -14.01 2.31 9.32
H -13.19 3.03 10.66
H -14.67 0.64 12.61
H -13.44 1.77 12.80
H -12.92 -0.11 14.00
H -11.69 0.04 12.74
H -10.91 -1.95 11.85
H -12.30 -1.91 10.62
H -12.09 -3.25 11.69
C -1.26 -14.99 16.48
O -1.28 -16.16 15.77
C -1.01 -17.41 16.38
C 0.45 -17.55 16.72
O 0.87 -16.58 17.75
C 2.29 -16.54 17.97
H -1.89 -14.28 15.95
H -0.26 -14.56 16.47
H -1.79 -15.16 17.42
H -1.30 -18.20 15.68
H -1.63 -17.56 17.26
H 0.98 -17.39 15.79
H 0.67 -18.57 17.06
H 2.36 -15.93 18.87
H 2.85 -16.21 17.10
H 2.67 -17.53 18.22
```



The following is a quantum chemistry calculation of a 11-piece molecular cluster, C40H107N5O16 overall, from OMol25.

Computed properties:
Charge: +1
Total energy (a.u.): -3065.15024
HOMO energy (alpha / beta) (eV): -10.04 / -10.04
Gap between HOMO and LUMO (alpha / beta) (eV): 7.8 / 2.6
2S+1: 2

Structure (XYZ):
```
168
C40H107N5O16, DFT wB97M-V/def2-TZVPD
C -4.01 1.42 -2.73
O -4.72 0.78 -1.61
C -4.49 1.37 -0.35
C -4.76 0.29 0.70
N -6.12 0.23 1.21
C -6.45 -0.85 2.19
C -6.70 -2.15 1.39
O -7.12 -3.27 2.17
C -8.52 -3.29 2.40
H -2.95 1.17 -2.72
H -4.11 2.48 -2.52
H -4.45 1.10 -3.68
H -5.13 2.25 -0.25
H -3.51 1.81 -0.18
H -4.09 0.37 1.56
H -4.59 -0.67 0.22
H -6.65 0.05 0.37
H -7.40 -0.71 2.70
H -5.79 -1.04 3.04
H -5.82 -2.48 0.84
H -7.41 -1.88 0.61
H -8.75 -4.28 2.77
H -9.25 -3.16 1.60
H -8.80 -2.59 3.19
C 4.52 6.86 1.06
O 3.95 5.67 0.49
C 4.06 4.44 1.26
C 4.27 3.35 0.21
N 4.27 2.04 0.91
C 4.67 0.88 0.08
C 3.76 0.62 -1.13
O 4.26 -0.54 -1.90
C 3.74 -1.81 -1.38
H 4.14 6.99 2.07
H 4.20 7.74 0.51
H 5.60 6.74 0.96
H 3.19 4.37 1.91
H 4.90 4.41 1.94
H 5.18 3.55 -0.35
H 3.47 3.43 -0.53
H 4.80 2.10 1.77
H 4.80 0.07 0.80
H 5.71 0.99 -0.23
H 3.79 1.50 -1.76
H 2.73 0.59 -0.77
H 3.85 -1.95 -0.31
H 4.26 -2.64 -1.86
H 2.66 -1.88 -1.57
C 7.46 -1.50 -3.75
O 7.05 -2.53 -4.66
C 6.89 -2.01 -5.98
C 5.73 -2.74 -6.68
N 4.49 -2.40 -5.93
C 3.33 -3.20 -6.37
C 2.05 -2.51 -5.89
O 1.80 -2.88 -4.49
C 0.75 -2.13 -3.83
H 7.84 -1.93 -2.82
H 6.60 -1.07 -3.25
H 8.11 -0.74 -4.19
H 7.79 -2.19 -6.57
H 6.59 -0.96 -5.89
H 5.91 -3.80 -6.56
H 5.79 -2.48 -7.74
H 4.66 -2.62 -4.96
H 3.35 -4.25 -6.08
H 3.32 -3.12 -7.46
H 1.25 -2.87 -6.53
H 2.07 -1.42 -5.91
H 0.61 -2.36 -2.77
H -0.20 -2.31 -4.32
H 0.86 -1.06 -3.95
C 2.18 9.79 -0.99
O 0.99 9.61 -1.84
C -0.27 9.57 -1.10
C -1.41 8.87 -1.90
N -1.33 7.41 -2.19
C -2.60 6.81 -2.68
C -2.37 5.30 -2.88
O -2.02 4.83 -1.57
C -1.34 3.59 -1.58
H 3.08 9.61 -1.57
H 2.07 8.98 -0.26
H 2.28 10.76 -0.49
H -0.65 10.58 -0.90
H -0.20 9.02 -0.16
H -1.45 9.41 -2.84
H -2.35 9.12 -1.41
H -1.20 6.78 -1.41
H -2.76 7.14 -3.71
H -3.50 7.10 -2.13
H -1.58 5.10 -3.60
H -3.30 4.84 -3.22
H -1.59 2.82 -2.30
H -1.46 3.15 -0.59
H -0.28 3.77 -1.76
C -3.24 -5.23 1.17
O -3.22 -4.00 1.85
C -2.33 -4.05 2.96
C -2.21 -2.59 3.37
N -1.18 -2.35 4.40
C -1.34 -3.06 5.69
C -0.14 -2.88 6.56
O 0.86 -3.83 6.14
C 2.12 -3.60 6.76
H -3.70 -5.99 1.80
H -2.24 -5.58 0.88
H -3.84 -5.21 0.26
H -1.40 -4.56 2.69
H -2.86 -4.58 3.75
H -3.13 -2.17 3.76
H -1.89 -2.08 2.45
H -0.32 -2.65 3.95
H -1.43 -4.12 5.45
H -2.24 -2.77 6.24
H -0.41 -3.05 7.60
H 0.20 -1.84 6.51
H 2.48 -2.57 6.73
H 2.87 -4.11 6.16
H 2.16 -3.95 7.79
O 1.57 2.11 1.59
H 2.50 2.10 1.38
H 1.33 1.18 1.67
C 0.25 -4.50 -0.92
C 1.01 -5.61 -0.25
O 0.80 -5.49 1.18
H 0.34 -4.50 -2.01
H 0.73 -3.54 -0.74
H -0.80 -4.43 -0.63
H 2.05 -5.63 -0.55
H 0.63 -6.49 -0.77
H 0.93 -6.35 1.59
C 2.59 -1.68 3.83
C 2.48 -2.86 2.84
O 1.11 -3.09 2.58
H 2.65 -0.81 3.17
H 3.52 -1.68 4.40
H 1.71 -1.64 4.47
H 2.99 -3.74 3.23
H 3.02 -2.66 1.91
H 0.95 -3.99 2.27
C -1.70 2.44 3.98
C -1.08 1.22 4.61
O -2.04 0.25 4.81
H -1.08 3.33 4.10
H -2.69 2.54 4.42
H -1.97 2.31 2.93
H -0.63 1.45 5.57
H -0.22 0.86 4.04
H -1.71 -0.59 4.49
C -0.87 0.51 -0.22
C -0.32 -0.91 0.20
O 0.60 -0.73 1.20
H -0.18 1.10 -0.82
H -1.15 1.11 0.64
H -1.76 0.37 -0.83
H 0.21 -1.39 -0.62
H -1.06 -1.61 0.59
H 0.82 -1.64 1.41
C -3.14 -2.15 -1.75
C -3.92 -3.27 -2.38
O -3.67 -3.22 -3.84
H -3.13 -2.29 -0.67
H -3.46 -1.14 -2.02
H -2.10 -2.13 -2.08
H -4.97 -3.09 -2.15
H -3.61 -4.25 -2.01
H -3.45 -2.35 -4.18
```